Below is a single C2H2Cl2OS molecule at a distorted geometry, with properties calculated with ωB97M-V with the def2-TZVPD basis set.

XYZ file:
```
8
Properties=species:S:1:pos:R:3:forces:R:3:nbo_charge:R:1
Cl -1.523169 1.009344 1.118874 -0.373 -0.428 0.665 0.014
C -1.395384 -0.543808 0.339280 1.363 -2.020 -1.550 -0.505
H -2.223106 -0.663893 -0.410592 0.960 0.413 0.553 0.235
H -1.355056 -1.593394 0.874209 0.079 2.733 -0.090 0.248
C 1.837609 0.502874 -0.556726 -3.263 -1.164 -0.948 0.404
O 2.509555 0.726605 -1.485116 0.598 -0.259 -0.386 -0.477
Cl 1.951322 1.099803 0.976526 0.601 0.771 2.010 0.072
S 0.198230 -0.537529 -0.856453 0.035 -0.047 -0.254 0.008
```
Forces are in eV/Å.

Results
SMILES   O=C(Cl)SCCl
LUMO level   0.10 eV
Orbital gap   0.359 hartree
Calculated total energy   -1471.16632 Ha
F_max   3.6 eV/Å
ΔE to the lowest compared entry with this formula, charge and spin   29.8 kcal/mol